(1)
{"formula": "C9H9Br2IO", "method": "the ωB97M-V functional and the def2-TZVPD basis", "homo_energy_ev": [-7.619, -7.620], "e_lumo_ha": [-0.008, -0.008], "gap_ev": [7.40, 7.41], "total_charge": 0, "elements": ["C", "C", "C", "C", "C", "C", "C", "C", "C", "O", "Br", "Br", "I", "H", "H", "H", "H", "H", "H", "H", "H", "H"], "positions_angstrom": [[2.657071, -0.158894, 1.637351], [1.735835, -1.146282, 1.597503], [2.689585, 0.848907, 0.697264], [0.836594, -1.223978, 0.471257], [1.753746, 0.913450, -0.314552], [0.829721, -0.141879, -0.402950], [0.005692, -0.224118, -1.603642], [-1.596268, 1.289413, -0.549611], [-3.388340, -0.377998, -0.121029], [-1.106254, 0.756957, -1.625193], [-3.981275, -0.904905, -1.833028], [-3.243892, -1.925409, 0.943000], [-4.729780, 1.101720, 0.792013], [3.408250, -0.343959, 2.345177], [1.872131, -1.933286, 2.394287], [3.479398, 1.644694, 0.726879], [0.038015, -2.056084, 0.552552], [1.921499, 1.600570, -1.118539], [0.567087, 0.156726, -2.446745], [-0.329133, -1.251102, -1.903374], [-1.080093, 1.351260, 0.452491], [-2.339588, 2.024206, -0.691111]], "atomic_forces_ev_per_a": [[0.20, 0.10, -0.28], [-1.15, -1.97, -0.91], [0.93, 1.95, -0.27], [-0.63, -0.40, 3.09], [0.57, -1.42, 0.81], [0.37, -1.03, 0.01], [-0.79, 0.36, -1.40], [-0.43, -2.66, 1.54], [1.00, 2.50, 0.26], [0.24, 0.04, -0.03], [-0.12, 0.13, -0.76], [0.32, -0.47, 0.72], [0.05, -0.46, -0.13], [1.12, 0.66, 1.00], [-0.76, 0.68, -1.21], [-0.72, -0.96, 0.07], [1.37, 1.53, -0.90], [-0.45, 0.46, -0.26], [0.26, -0.14, -0.29], [-0.31, 1.04, 0.72], [-0.28, -0.61, -1.28], [-0.77, 0.65, -0.51]], "nbo_charge": [-0.227, -0.185, -0.175, -0.192, -0.214, -0.111, -0.085, 0.202, -0.704, -0.456, 0.062, 0.067, 0.069, 0.217, 0.223, 0.218, 0.247, 0.222, 0.203, 0.226, 0.199, 0.196]}

(2)
{"formula": "C35H40KN4O4PSSe2", "method": "the ωB97M-V functional and the def2-TZVPD basis", "homo_energy_ev": -1.553, "e_lumo_ha": 0.147, "de_lowest_kcal_mol": 21.3, "gap_ev": 5.56, "total_charge": -2, "elements": ["K", "C", "C", "C", "C", "C", "C", "C", "C", "C", "S", "C", "N", "H", "H", "H", "H", "H", "H", "H", "H", "C", "Se", "C", "C", "Se", "C", "H", "H", "H", "H", "H", "H", "H", "H", "H", "H", "N", "C", "C", "O", "O", "H", "H", "H", "H", "O", "C", "O", "C", "P", "C", "C", "C", "C", "C", "C", "C", "C", "C", "C", "C", "C", "H", "H", "H", "H", "H", "H", "H", "H", "H", "H", "H", "H", "N", "C", "C", "C", "N", "C", "C", "H", "H", "H", "H", "H", "H"], "positions_angstrom": [[-0.825097, -0.469452, 0.600630], [0.443448, 1.612602, -2.751330], [-0.216645, 0.526634, -3.551311], [0.116877, 0.379560, -4.926547], [-0.449047, -0.629664, -5.637104], [-1.378792, -1.502260, -5.016594], [-1.993622, -2.555133, -5.731573], [-2.904687, -3.344259, -5.077149], [-3.228665, -3.113659, -3.734496], [-2.658021, -2.095145, -2.970638], [-3.145976, -1.838200, -1.332312], [-1.679991, -1.270377, -3.651975], [-1.066289, -0.267419, -2.953736], [1.530889, 1.560836, -2.857335], [0.205004, 1.523392, -1.695980], [0.120863, 2.596037, -3.108339], [0.834682, 1.056413, -5.375586], [-0.201928, -0.786436, -6.682989], [-1.740410, -2.712496, -6.774312], [-3.393093, -4.158390, -5.603413], [-3.963231, -3.741666, -3.245592], [-5.331108, 0.696723, 4.073016], [-3.744840, -0.374478, 3.657771], [-2.798261, 1.112706, 2.818672], [-1.877712, 1.877666, 3.751163], [-0.281405, 0.907701, 4.364569], [0.506040, 2.562560, 5.054096], [-6.026527, 0.052528, 4.610738], [-5.810765, 1.051287, 3.160341], [-5.077570, 1.545213, 4.708505], [-3.568890, 1.784295, 2.434224], [-2.243444, 0.767429, 1.954128], [-2.425343, 2.201639, 4.639887], [-1.499877, 2.760401, 3.227667], [0.721544, 3.245444, 4.232158], [1.439928, 2.293572, 5.547500], [-0.150064, 3.043431, 5.780893], [-0.241818, -3.328545, 0.606594], [-1.196456, -3.550611, 1.706795], [-0.756786, -2.655980, 2.884560], [0.116384, -3.114362, 3.639128], [-1.291030, -1.507339, 2.922372], [-0.514493, -3.850689, -0.217249], [0.679970, -3.630021, 0.901529], [-1.223694, -4.594891, 2.042311], [-2.186022, -3.256475, 1.355305], [1.640396, 3.298728, 1.223359], [1.633826, 2.068531, 1.060009], [0.775635, 1.374056, 0.447192], [2.785621, 1.245863, 1.681295], [2.441404, -0.538223, 1.390021], [2.966129, -0.747221, -0.374110], [4.276359, -0.521694, -0.796076], [4.653659, -0.739329, -2.112188], [3.721468, -1.202973, -3.033197], [2.414851, -1.431170, -2.629949], [2.039657, -1.199512, -1.311032], [3.929170, -1.327456, 2.155975], [4.936894, -0.641252, 2.829602], [6.003452, -1.320366, 3.412015], [6.083772, -2.700305, 3.326249], [5.081237, -3.400295, 2.662034], [4.017420, -2.720757, 2.096678], [2.784531, 1.432851, 2.758222], [3.745566, 1.583106, 1.279466], [5.014275, -0.179177, -0.078078], [5.677282, -0.554100, -2.418380], [4.011827, -1.380439, -4.062457], [1.672231, -1.775202, -3.340303], [1.002058, -1.357346, -1.041967], [4.896632, 0.437685, 2.902924], [6.773074, -0.762614, 3.933947], [6.912013, -3.230692, 3.781336], [5.120169, -4.481565, 2.604407], [3.223952, -3.277347, 1.609637], [-3.841213, 5.307191, -2.393843], [-3.320746, 4.193647, -1.718810], [-2.200491, 4.308789, -0.902448], [-1.698795, 3.173528, -0.285579], [-2.239418, 1.962651, -0.427629], [-3.298861, 1.852096, -1.227471], [-3.872987, 2.928072, -1.887412], [-3.647195, 6.184197, -1.936219], [-4.818091, 5.219410, -2.626400], [-1.709225, 5.264583, -0.758773], [-0.797645, 3.224649, 0.320725], [-3.683746, 0.843614, -1.358255], [-4.730177, 2.775665, -2.533508]], "atomic_forces_ev_per_a": [[-0.35, -0.36, -0.53], [-0.02, -0.01, -0.06], [0.08, -0.01, -0.01], [-0.01, -0.04, 0.03], [-0.01, -0.02, 0.02], [0.02, 0.01, -0.09], [-0.02, 0.00, 0.04], [0.03, 0.03, 0.01], [0.01, -0.04, -0.01], [-0.05, 0.07, 0.04], [0.00, -0.11, -0.05], [0.05, 0.09, 0.12], [-0.04, -0.07, -0.02], [-0.01, 0.00, -0.02], [-0.01, 0.03, 0.04], [0.00, 0.00, 0.02], [-0.01, 0.01, 0.00], [-0.01, 0.00, 0.00], [0.00, -0.01, 0.00], [0.00, -0.01, 0.00], [0.00, -0.01, -0.01], [0.00, 0.01, 0.01], [-0.06, 0.01, -0.06], [0.21, 0.05, 0.09], [-0.04, 0.04, -0.01], [-0.07, 0.09, -0.03], [0.06, -0.04, -0.04], [-0.01, 0.01, 0.01], [0.01, -0.01, 0.01], [-0.01, 0.01, 0.01], [0.00, -0.01, 0.02], [-0.29, -0.04, 0.23], [0.03, 0.03, 0.00], [0.01, 0.00, 0.00], [0.01, -0.01, -0.01], [0.00, 0.02, 0.00], [-0.02, -0.03, 0.00], [0.00, 0.04, 0.04], [0.01, -0.01, 0.00], [-0.02, 0.09, 0.05], [-0.01, -0.05, 0.00], [0.03, -0.09, 0.14], [0.00, 0.04, -0.02], [-0.01, -0.05, -0.01], [0.00, 0.00, 0.00], [0.01, 0.01, -0.01], [0.00, 0.02, 0.01], [-0.04, -0.10, 0.03], [0.36, 0.46, 0.01], [-0.03, -0.02, -0.03], [0.04, -0.02, 0.03], [0.06, -0.01, 0.03], [0.00, 0.02, 0.01], [-0.01, 0.00, -0.01], [0.00, 0.00, -0.02], [-0.03, 0.02, 0.00], [-0.01, 0.10, -0.10], [0.00, 0.04, 0.01], [0.03, -0.03, 0.01], [-0.01, 0.03, 0.00], [-0.02, -0.02, -0.02], [0.04, 0.00, 0.04], [-0.05, 0.00, -0.02], [0.02, -0.01, 0.01], [-0.03, 0.02, -0.01], [0.00, 0.00, 0.00], [0.00, 0.00, 0.00], [0.00, 0.00, 0.00], [0.00, 0.01, -0.01], [0.12, -0.12, 0.07], [0.00, 0.01, 0.01], [0.00, 0.00, 0.00], [0.00, 0.00, 0.00], [0.00, 0.00, 0.00], [0.00, 0.01, 0.01], [0.00, 0.00, 0.00], [0.00, 0.00, -0.01], [0.01, 0.02, 0.01], [0.05, -0.05, 0.00], [0.02, -0.01, 0.04], [0.02, -0.01, -0.02], [0.01, 0.01, 0.00], [0.00, 0.00, 0.00], [0.00, 0.00, 0.00], [0.00, 0.00, 0.00], [-0.02, 0.00, 0.01], [0.00, 0.00, 0.01], [0.00, 0.00, 0.00]], "lowdin_charge": [0.541, -0.027, -0.342, -0.048, -0.045, -0.189, -0.099, -0.132, -0.167, -0.687, 0.486, -0.230, 0.161, 0.080, 0.040, 0.082, 0.102, 0.101, 0.086, 0.085, 0.074, -0.455, 0.952, -0.573, -0.549, 0.941, -0.442, -0.004, 0.008, 0.005, 0.063, -0.022, 0.052, 0.063, 0.011, 0.002, 0.006, -0.021, -0.214, -0.725, -0.045, -0.311, 0.061, 0.057, 0.097, 0.083, -0.047, -0.749, -0.244, -0.272, 1.097, -0.333, -0.092, -0.104, -0.105, -0.085, -0.091, -0.362, -0.102, -0.110, -0.121, -0.099, -0.094, 0.074, 0.081, 0.098, 0.089, 0.091, 0.101, 0.063, 0.085, 0.090, 0.086, 0.094, 0.100, 0.076, -0.344, -0.028, -0.131, 0.053, -0.140, -0.031, 0.075, 0.075, 0.103, 0.093, 0.048, 0.100]}

(3)
{"formula": "C3H10N2O2", "method": "the ωB97M-V functional and the def2-TZVPD basis", "homo_energy_ev": -9.213, "smiles": "NCCC(N)=O.O", "e_lumo_ha": 0.022, "de_lowest_kcal_mol": 15.2, "gap_ev": 9.81, "total_charge": 0, "elements": ["N", "C", "C", "C", "N", "O", "H", "H", "H", "H", "H", "H", "H", "H", "O", "H", "H"], "positions_angstrom": [[1.123169, -0.687733, 1.508101], [-0.326050, -0.628307, 1.823593], [-1.050983, 0.034386, 0.674212], [-1.001221, -0.814022, -0.583938], [-0.762241, -0.121466, -1.719216], [-1.155909, -2.012606, -0.536238], [1.255498, -1.017796, 0.561432], [1.581671, -1.390936, 2.085845], [-0.407676, 0.030190, 2.696370], [-0.736300, -1.624381, 1.972900], [-2.113206, 0.136462, 0.916112], [-0.701517, 1.065872, 0.545390], [-0.791805, -0.488053, -2.656851], [-0.777369, 0.885723, -1.646936], [1.673127, 1.916163, -1.921986], [1.672033, 2.684926, -1.336554], [2.518781, 2.031575, -2.382239]], "atomic_forces_ev_per_a": [[-0.08, -0.16, 0.23], [1.02, 0.33, -0.27], [-0.52, 0.39, 0.16], [0.11, 0.23, -0.09], [-0.18, 1.05, -0.18], [-0.01, -0.58, -0.06], [-0.04, -0.04, -0.18], [-0.15, 0.26, 0.00], [-0.30, -0.48, 0.07], [-0.25, 0.03, 0.29], [-0.03, -0.14, 0.10], [0.23, -0.26, -0.22], [-0.06, -0.44, 0.30], [0.29, -0.24, -0.15], [0.47, 0.51, -0.05], [-0.18, -0.18, 0.06], [-0.30, -0.28, 0.00]], "nbo_charge": [-0.842, -0.214, -0.510, 0.666, -0.805, -0.625, 0.352, 0.355, 0.189, 0.196, 0.233, 0.207, 0.403, 0.393, -0.938, 0.468, 0.471]}

Number 1: strongest force on any atom 3.18 eV/Å. Number 2: strongest force on any atom 0.73 eV/Å. Number 3: strongest force on any atom 1.11 eV/Å.